Model a:
A gas-phase ion, C8H16N3 (charge +1), computed with ωB97M-V/def2-TZVPD.

Properties
Molar mass, g/mol: 154.24
Net charge: +1

Last column: Löwdin charge in e.
CARTESIAN COORDINATES (ANGSTROEM)
C  -0.306  -0.743  -2.225  -0.023
C  -1.488  0.994  -0.285  -0.132
C  -1.651  1.256  -1.720  -0.331
C  -0.470  -0.774  0.235  -0.098
C  -1.085  2.680  -1.805  -0.020
C  2.291  -1.421  2.888  -0.092
C  0.702  -0.598  1.188  -0.213
C  1.089  -1.847  2.029  -0.210
N  -1.749  1.802  0.569  0.200
N  -0.960  0.385  -2.550  0.113
N  0.053  -1.191  -1.045  0.069
H  0.253  -1.333  -3.011  0.188
H  -2.667  1.387  -1.892  0.143
H  -1.235  -1.401  0.530  0.099
H  -1.133  3.168  -2.874  0.139
H  -0.078  2.512  -1.701  0.059
H  -1.444  3.397  -1.178  0.052
H  2.088  -0.717  3.746  0.114
H  3.060  -0.968  2.442  0.033
H  2.729  -2.173  3.391  0.033
H  1.565  -0.187  0.539  0.155
H  0.487  0.069  1.953  0.079
H  0.163  -2.276  2.508  0.130
H  1.389  -2.606  1.180  0.130
H  -1.572  1.766  1.545  0.086
H  -0.769  0.699  -3.485  0.168
H  0.735  -1.880  -0.972  0.128


Model b:
A gas-phase ion, C8H16N3 (charge +1), computed with ωB97M-V/def2-TZVPD.

Properties
Molar mass, g/mol: 154.24
SMILES string: CC1(C)CN2CC[NH2+][C@H]3[C@@H]2N31
Net charge: +1

Last column: Löwdin charge in e.
CARTESIAN COORDINATES (ANGSTROEM)
C  -1.485  -1.715  -0.513  -0.178
C  0.256  -0.097  -1.413  -0.036
C  -2.179  -1.120  0.725  -0.097
C  0.603  -1.295  0.596  -0.116
C  -0.133  -0.132  1.686  -0.057
C  1.034  0.839  -0.385  -0.495
C  2.610  0.849  -0.787  0.015
C  0.480  2.219  -0.166  -0.035
N  -0.098  -1.325  -0.592  -0.134
N  1.074  0.045  0.848  -0.022
N  -1.436  0.168  1.010  0.100
H  -1.468  -2.865  -0.567  0.152
H  -2.122  -1.519  -1.474  0.158
H  -0.713  0.414  -1.788  0.149
H  0.988  -0.540  -2.161  0.139
H  -3.296  -1.008  0.564  0.145
H  -2.076  -1.921  1.580  0.167
H  1.060  -2.143  0.987  0.137
H  -0.048  -0.269  2.764  0.152
H  2.983  0.559  0.164  0.060
H  3.043  1.834  -1.208  0.120
H  2.749  -0.024  -1.424  0.066
H  1.112  3.039  -0.647  0.113
H  0.607  2.460  0.885  0.086
H  -0.665  2.299  -0.504  0.126
H  -0.997  0.458  0.137  0.091
H  -1.881  0.791  1.684  0.194


The structure with the most favorable energy is model a; the runner-up is 73.3 kJ/mol above it.


Model a:
A gas-phase ion, CH2ClO2S (charge -1), computed with ωB97M-V/def2-TZVPD.

Properties
Molar mass, g/mol: 113.54
SMILES string: C=[S@](=O)([O-])Cl
Net charge: -1

Last column: Löwdin charge in e.
CARTESIAN COORDINATES (ANGSTROEM)
C  -1.114  -0.038  1.021  -0.167
O  0.446  -1.411  -1.390  -0.498
O  1.745  -0.512  0.633  -0.521
S  0.600  -0.416  -0.303  0.339
Cl  1.208  1.420  -1.347  0.027
H  -0.857  0.980  1.139  -0.137
H  -2.028  -0.023  0.248  -0.044


Model b:
2 unconnected molecules or ions with the total composition CH2ClO2S, computed with ωB97M-V/def2-TZVPD.

Properties
Molar mass, g/mol: 113.54
Net charge: -1

Last column: Löwdin charge in e.
CARTESIAN COORDINATES (ANGSTROEM)
C  1.980  -0.132  0.383  0.047
O  -1.594  -1.053  0.962  -0.514
O  -1.105  -0.835  -1.361  -0.534
S  -0.811  -0.349  -0.021  0.314
Cl  -1.563  1.737  -0.104  -0.056
H  1.652  -0.213  -0.608  -0.174
H  1.443  0.845  0.749  -0.082


The structure with the most favorable energy is model a; the runner-up is 97.4 kJ/mol above it.


Model a:
2 unconnected molecules or ions with the total composition C2H7S2, computed with ωB97M-V/def2-TZVPD.

Properties
Molar mass, g/mol: 95.21
Net charge: -1

Last column: Löwdin charge in e.
CARTESIAN COORDINATES (ANGSTROEM)
S  -3.436  0.584  -0.552  -0.144
H  -3.810  -0.221  0.479  -0.396
C  1.287  0.713  0.359  -0.220
C  0.943  -0.752  0.047  -0.657
S  -0.369  -0.842  -1.234  0.463
H  1.515  1.342  -0.490  0.047
H  0.708  1.416  0.980  0.069
H  2.255  0.659  0.882  0.045
H  0.661  -1.456  0.816  0.025
H  1.845  -1.312  -0.505  0.082
H  -1.600  -0.132  -0.782  -0.315


Model b:
2 unconnected molecules or ions with the total composition C2H7S2, computed with ωB97M-V/def2-TZVPD.

Properties
Molar mass, g/mol: 95.21
Net charge: -1

Last column: Löwdin charge in e.
CARTESIAN COORDINATES (ANGSTROEM)
S  2.700  -0.408  -0.245  -0.276
H  3.877  -0.294  0.392  -0.492
C  -0.692  -1.190  0.409  -0.496
S  -1.943  -0.022  -0.092  0.663
C  -0.827  1.369  -0.441  -0.443
H  -1.117  -2.185  0.304  0.017
H  -0.363  -1.044  1.432  0.028
H  0.186  -1.163  -0.235  -0.061
H  -1.400  2.264  -0.670  0.014
H  -0.220  1.533  0.443  0.023
H  -0.201  1.139  -1.297  0.023


Model c:
2 unconnected molecules or ions with the total composition C2H7S2, computed with ωB97M-V/def2-TZVPD.

Properties
Molar mass, g/mol: 95.21
Net charge: -1

Last column: Löwdin charge in e.
CARTESIAN COORDINATES (ANGSTROEM)
S  0.567  -3.036  0.533  -0.296
H  -0.252  -3.049  -0.529  -0.488
C  0.850  0.473  0.206  -0.225
C  -0.383  0.710  -0.648  -0.622
S  -1.769  1.527  0.248  0.611
H  1.405  1.373  0.444  0.060
H  0.456  -0.044  1.085  0.020
H  1.416  -0.341  -0.241  0.021
H  -0.737  -0.220  -1.059  0.040
H  -0.239  1.374  -1.510  0.045
H  -1.313  1.232  1.472  -0.166


The structure with the most favorable energy is model b; the runner-up is 11.5 kJ/mol above it.


Model a:
2 unconnected molecules or ions with the total composition C2H7S2, computed with ωB97M-V/def2-TZVPD.

Properties
Molar mass, g/mol: 95.21
Net charge: -1

Last column: Löwdin charge in e.
CARTESIAN COORDINATES (ANGSTROEM)
S  -2.613  1.513  0.464  -0.161
H  -2.904  0.569  -0.447  -0.422
C  0.938  -0.801  0.753  -0.213
C  0.597  -0.311  -0.633  -0.672
S  0.666  1.504  -0.793  0.518
H  1.956  -0.530  1.047  0.053
H  0.253  -0.390  1.501  0.058
H  0.905  -1.897  0.801  0.057
H  -0.403  -0.622  -0.915  0.044
H  1.292  -0.715  -1.365  0.038
H  -0.686  1.680  -0.414  -0.300


Model b:
A molecular structure, C2H7S2, computed with ωB97M-V/def2-TZVPD.

Properties
Molar mass, g/mol: 95.21
Net charge: -1

Last column: Löwdin charge in e.
CARTESIAN COORDINATES (ANGSTROEM)
C  2.071  0.059  -0.777  -0.602
S  0.858  1.398  -0.385  0.229
H  1.757  -0.523  -1.652  0.001
H  3.028  0.530  -0.937  -0.029
H  2.184  -0.590  0.129  0.002
C  -2.119  -0.186  0.557  -0.612
S  -0.590  -0.881  1.268  0.333
H  -1.882  0.305  -0.446  0.002
H  -2.902  -1.002  0.399  0.009
H  -2.546  0.632  1.223  0.016
H  0.140  0.260  0.620  -0.351


The structure with the most favorable energy is model a; the runner-up is 65.5 kJ/mol above it.


Model a:
2 unconnected molecules or ions with the total composition C2H7S2, computed with ωB97M-V/def2-TZVPD.

Properties
Molar mass, g/mol: 95.21
Net charge: -1

Last column: Löwdin charge in e.
CARTESIAN COORDINATES (ANGSTROEM)
S  1.413  -4.266  0.745  -0.400
H  1.572  -3.477  1.732  -0.590
C  -1.545  0.932  0.579  -0.424
S  -0.041  2.025  0.134  0.632
C  0.818  0.866  -1.022  -0.454
H  -1.572  0.141  -0.275  0.035
H  -1.402  0.302  1.503  0.034
H  -2.591  1.514  0.439  0.062
H  0.403  -0.157  -1.139  0.040
H  1.975  0.775  -0.710  0.072
H  0.970  1.344  -1.987  -0.005


Model b:
2 unconnected molecules or ions with the total composition C2H7S2, computed with ωB97M-V/def2-TZVPD.

Properties
Molar mass, g/mol: 95.21
Net charge: -1

Last column: Löwdin charge in e.
CARTESIAN COORDINATES (ANGSTROEM)
C  -0.212  -1.320  -0.914  -0.515
S  0.859  -1.550  -2.380  0.543
H  -1.199  -1.087  -1.314  0.007
H  -0.187  -2.214  -0.301  0.016
H  0.202  -0.460  -0.380  -0.101
H  1.712  -0.552  -2.157  -0.183
C  -0.375  1.462  1.494  -0.720
S  1.280  0.669  1.503  0.025
H  -0.194  2.546  1.291  -0.018
H  -1.039  1.146  0.687  -0.026
H  -0.846  1.360  2.471  -0.028


The structure with the most favorable energy is model b; the runner-up is 72.4 kJ/mol above it.


Model a:
3 unconnected molecules or ions with the total composition C5H15N4, computed with ωB97M-V/def2-TZVPD.

Properties
Molar mass, g/mol: 131.20
Net charge: +1

Last column: Löwdin charge in e.
CARTESIAN COORDINATES (ANGSTROEM)
C  0.129  -1.813  0.124  -0.291
C  1.099  -1.198  0.646  -0.183
C  -0.081  -2.053  -1.366  -0.039
C  -1.035  -2.259  1.037  -0.034
C  0.976  2.590  -0.727  -0.193
N  1.838  -0.333  1.013  0.122
N  0.397  1.723  0.027  0.167
N  2.262  2.700  -0.901  0.220
N  -2.214  1.070  0.378  0.072
H  0.778  -1.592  -1.732  0.046
H  -0.174  -3.128  -1.679  0.100
H  -1.051  -1.778  -1.876  0.104
H  -1.958  -1.818  0.704  0.049
H  -1.081  -1.842  1.981  0.055
H  -1.245  -3.330  1.050  0.097
H  2.754  -0.529  1.554  0.152
H  0.377  3.294  -1.240  0.145
H  1.092  1.009  0.368  0.051
H  -0.640  1.491  0.043  0.057
H  2.631  3.398  -1.411  0.089
H  2.900  2.076  -0.625  0.081
H  -2.250  0.081  0.603  0.033
H  -2.851  1.480  -0.271  0.056
H  -2.395  1.610  1.182  0.044


Model b:
2 unconnected molecules or ions with the total composition C5H15N4, computed with ωB97M-V/def2-TZVPD.

Properties
Molar mass, g/mol: 131.20
Net charge: +1

Last column: Löwdin charge in e.
CARTESIAN COORDINATES (ANGSTROEM)
C  -1.163  -0.963  0.049  -0.403
C  -1.769  0.962  -1.132  0.008
C  -1.929  0.811  1.424  0.046
C  1.646  1.017  -0.475  -0.103
C  2.282  -1.263  0.424  -0.143
N  -1.041  -2.066  0.829  0.192
N  -1.017  -2.047  -0.643  0.170
N  -1.707  0.223  0.087  -0.128
N  1.326  -0.427  -0.248  -0.211
H  -1.016  1.756  -0.992  0.084
H  -1.489  0.281  -1.901  0.101
H  -2.812  1.442  -0.984  0.152
H  -2.983  0.945  1.518  0.094
H  -1.626  0.028  2.151  0.115
H  -1.369  1.760  1.433  0.115
H  2.730  1.243  -0.877  0.118
H  0.807  1.469  -1.039  0.047
H  1.822  1.542  0.508  0.088
H  2.605  -0.717  1.437  0.138
H  1.880  -2.300  0.454  0.082
H  3.198  -1.450  -0.078  0.059
H  -0.188  -2.240  1.317  0.108
H  -1.892  -2.433  -0.992  0.159
H  1.151  -0.895  -1.159  0.112


The structure with the most favorable energy is model a; the runner-up is 282.6 kJ/mol above it.


Model a:
A gas-phase ion, C8H13N2 (charge +1), computed with ωB97M-V/def2-TZVPD.

Properties
Molar mass, g/mol: 137.21
Spin multiplicity: 3
Net charge: +1

Last column: Löwdin charge in e.
CARTESIAN COORDINATES (ANGSTROEM)
C  -2.057  1.020  -0.205  0.129
C  -0.766  0.654  -0.268  -0.122
C  -1.668  -0.679  1.178  -0.275
C  0.506  0.866  -0.992  -0.310
C  1.405  -0.140  -0.270  -0.200
C  -1.656  -1.837  2.141  0.055
C  1.036  2.287  -0.933  -0.037
C  2.055  -1.223  -0.920  -0.142
N  -0.587  -0.433  0.549  0.149
N  -2.602  0.233  0.770  0.176
H  -2.604  1.829  -0.471  0.129
H  0.367  0.423  -2.055  0.196
H  1.690  0.297  0.753  0.145
H  -1.989  -1.364  3.059  0.096
H  -2.249  -2.699  1.914  0.088
H  -0.513  -2.113  2.146  0.148
H  1.544  2.437  -1.977  0.129
H  1.796  2.427  -0.219  0.062
H  0.238  3.061  -0.828  0.092
H  2.734  -0.850  -1.711  0.084
H  1.414  -1.815  -1.684  0.101
H  2.539  -2.119  -0.319  0.124
H  -3.580  -0.011  0.838  0.184


Model b:
A gas-phase ion, C8H13N2 (charge +1), computed with ωB97M-V/def2-TZVPD.

Properties
Molar mass, g/mol: 137.21
Spin multiplicity: 3
Net charge: +1

Last column: Löwdin charge in e.
CARTESIAN COORDINATES (ANGSTROEM)
C  -0.353  0.723  -2.624  -0.080
C  -0.611  1.636  -1.599  -0.050
C  0.595  -0.328  -2.475  -0.029
C  -0.972  1.243  -0.318  -0.083
C  1.106  -0.996  1.066  -0.072
C  1.169  -0.404  -1.254  -0.179
C  -0.405  -0.616  1.336  -0.300
C  -0.410  0.304  2.566  -0.089
N  -1.280  -0.036  0.215  0.073
N  1.127  -1.375  -0.379  0.026
H  -0.750  0.706  -3.675  0.137
H  -0.562  2.783  -1.798  0.168
H  0.728  -1.242  -3.026  0.129
H  -1.100  1.888  0.580  0.133
H  1.808  -0.232  1.202  0.109
H  1.411  -1.889  1.613  0.140
H  1.313  0.565  -0.729  0.147
H  -1.021  -1.547  1.674  0.175
H  -0.022  -0.124  3.469  0.072
H  -1.465  0.797  2.729  0.127
H  0.266  1.235  2.534  0.104
H  0.731  -2.338  -0.543  0.195
H  -1.304  -0.751  -0.565  0.147


The structure with the most favorable energy is model a; the runner-up is 13.2 kJ/mol above it.